No. 1
{
  "formula": "C36H91N5O12",
  "method": "the ωB97M-V functional and the def2-TZVPD basis",
  "de_lowest_kcal_mol": 61.8,
  "fmax_ev_per_a": 2.17,
  "smiles": "COCCNCCOC.COCCNCCOC.COCCNCCOC.COCCNCCOC.COCCNCCOC.CC(C)O.CC(C)O",
  "total_energy_ha": -2602.547009,
  "homo_ev": -8.18,
  "molar_mass_g_mol": 786.147,
  "gap_ev": 8.7,
  "e_lumo_ev": 0.50,
  "symbols": ["C", "O", "C", "C", "N", "C", "C", "O", "C", "H", "H", "H", "H", "H", "H", "H", "H", "H", "H", "H", "H", "H", "H", "H", "C", "O", "C", "C", "N", "C", "C", "O", "C", "H", "H", "H", "H", "H", "H", "H", "H", "H", "H", "H", "H", "H", "H", "H", "C", "O", "C", "C", "N", "C", "C", "O", "C", "H", "H", "H", "H", "H", "H", "H", "H", "H", "H", "H", "H", "H", "H", "H", "C", "O", "C", "C", "N", "C", "C", "O", "C", "H", "H", "H", "H", "H", "H", "H", "H", "H", "H", "H", "H", "H", "H", "H", "C", "O", "C", "C", "N", "C", "C", "O", "C", "H", "H", "H", "H", "H", "H", "H", "H", "H", "H", "H", "H", "H", "H", "H", "C", "C", "C", "O", "H", "H", "H", "H", "H", "H", "H", "H", "C", "C", "C", "O", "H", "H", "H", "H", "H", "H", "H", "H"],
  "xyz": [[5.51, -1.65, 3.16], [4.32, -2.34, 2.85], [3.38, -1.50, 2.17], [2.22, -2.45, 1.86], [1.54, -2.92, 3.06], [1.12, -4.34, 2.90], [0.94, -4.96, 4.26], [2.17, -4.80, 4.95], [2.18, -5.46, 6.21], [6.17, -2.34, 3.68], [5.27, -0.77, 3.77], [6.12, -1.37, 2.30], [3.81, -1.11, 1.24], [3.05, -0.74, 2.88], [2.69, -3.24, 1.26], [1.53, -1.92, 1.18], [2.31, -3.03, 3.72], [1.95, -4.93, 2.47], [0.30, -4.34, 2.18], [0.71, -6.03, 4.18], [0.16, -4.43, 4.83], [3.21, -5.78, 6.38], [1.56, -6.35, 6.16], [1.83, -4.81, 7.02], [2.01, -6.20, -3.29], [2.15, -6.09, -1.90], [1.84, -4.81, -1.38], [0.37, -4.47, -1.41], [-0.39, -5.38, -0.53], [-1.84, -5.32, -0.78], [-2.52, -4.37, 0.22], [-2.95, -4.79, 1.49], [-1.87, -5.14, 2.31], [2.28, -7.19, -3.65], [2.67, -5.50, -3.81], [0.96, -6.08, -3.59], [2.29, -4.00, -1.96], [2.25, -4.77, -0.37], [0.00, -4.73, -2.42], [0.20, -3.40, -1.31], [-0.02, -6.31, -0.70], [-2.30, -6.29, -0.61], [-2.14, -4.93, -1.76], [-3.44, -4.10, -0.30], [-1.92, -3.45, 0.22], [-0.96, -4.52, 2.25], [-1.47, -6.14, 2.10], [-2.10, -5.10, 3.38], [-1.68, 3.35, -4.27], [-2.69, 3.43, -3.32], [-2.29, 3.60, -1.97], [-1.66, 4.99, -1.79], [-2.59, 6.11, -1.92], [-1.87, 7.38, -1.85], [-1.04, 7.74, -3.08], [-0.60, 9.05, -2.97], [0.06, 9.52, -4.13], [-1.99, 2.90, -5.21], [-0.84, 2.72, -3.94], [-1.26, 4.34, -4.50], [-1.47, 2.89, -1.79], [-3.14, 3.37, -1.34], [-0.87, 5.02, -2.54], [-1.19, 4.98, -0.79], [-3.23, 6.06, -1.14], [-1.18, 7.34, -0.99], [-2.54, 8.18, -1.54], [-1.71, 7.51, -3.93], [-0.21, 7.05, -3.30], [-0.64, 9.99, -4.82], [0.59, 8.68, -4.59], [0.80, 10.27, -3.85], [1.90, 5.11, -1.37], [1.39, 4.04, -0.60], [1.31, 4.32, 0.80], [0.37, 3.32, 1.43], [-0.15, 3.87, 2.67], [-1.13, 2.96, 3.26], [-1.55, 3.42, 4.64], [-0.54, 3.20, 5.59], [-0.93, 3.60, 6.88], [1.13, 5.88, -1.47], [2.13, 4.78, -2.38], [2.87, 5.47, -1.00], [0.89, 5.34, 0.84], [2.31, 4.38, 1.24], [0.84, 2.33, 1.50], [-0.45, 3.13, 0.71], [-0.43, 4.84, 2.61], [-0.58, 2.01, 3.31], [-1.97, 2.72, 2.59], [-2.48, 2.94, 4.96], [-1.87, 4.48, 4.59], [-0.30, 3.05, 7.57], [-1.96, 3.36, 7.15], [-0.85, 4.68, 7.04], [-2.41, 0.29, -2.61], [-2.60, -1.10, -2.73], [-3.56, -1.71, -1.91], [-4.96, -1.13, -2.05], [-5.85, -1.68, -1.06], [-5.88, -1.08, 0.25], [-7.02, -1.60, 1.10], [-8.20, -1.42, 0.37], [-9.35, -1.94, 1.00], [-2.28, 0.53, -1.54], [-3.26, 0.85, -3.01], [-1.50, 0.64, -3.10], [-3.24, -1.83, -0.86], [-3.58, -2.77, -2.20], [-5.25, -1.27, -3.09], [-4.86, -0.04, -1.92], [-6.77, -1.90, -1.41], [-5.94, 0.01, 0.07], [-4.93, -1.31, 0.76], [-7.00, -0.98, 2.01], [-6.77, -2.60, 1.48], [-10.24, -1.70, 0.41], [-9.51, -1.37, 1.92], [-9.37, -3.03, 1.07], [1.73, -0.61, -3.33], [1.74, 0.25, -2.06], [3.14, 0.49, -1.52], [1.09, 1.49, -2.36], [0.67, -0.73, -3.60], [2.05, -1.63, -3.12], [2.27, -0.13, -4.14], [1.03, -0.18, -1.34], [3.85, 0.76, -2.30], [3.49, -0.41, -1.01], [3.15, 1.30, -0.79], [1.35, 2.23, -1.79], [6.08, -1.80, -1.52], [6.92, -0.56, -1.64], [7.78, -0.29, -0.40], [7.78, -0.67, -2.77], [6.65, -2.72, -1.63], [5.28, -1.87, -2.26], [5.63, -1.89, -0.53], [6.34, 0.38, -1.74], [7.35, -0.47, 0.58], [7.96, 0.79, -0.31], [8.79, -0.70, -0.46], [8.40, 0.06, -2.77]],
  "mulliken_charge": [-0.208, -0.308, -0.747, -0.347, -0.490, 0.112, -0.685, -0.287, -0.787, 0.281, 0.321, -0.288, 0.381, 0.502, -0.100, 0.428, 0.416, 0.107, 0.046, 0.532, 0.356, 0.242, 0.321, 0.275, -0.638, -0.489, -0.022, -0.730, -0.065, -0.902, -0.077, -0.508, -0.940, 0.290, 0.278, 0.247, 0.208, -0.035, 0.331, 0.398, 0.312, 0.464, 0.369, 0.221, 0.257, 0.251, 0.328, 0.411, -0.528, -0.451, -0.238, -0.574, -0.337, -0.372, -0.329, -0.368, -0.695, 0.308, 0.099, 0.240, -0.055, 0.456, 0.014, 0.525, 0.320, 0.211, 0.421, 0.338, 0.165, 0.250, 0.319, 0.252, -0.916, 0.028, -0.847, -0.070, -0.271, -0.586, -0.535, -0.296, -0.776, 0.224, 0.256, 0.358, 0.307, 0.413, 0.297, -0.054, 0.269, 0.270, 0.361, 0.419, 0.307, 0.250, 0.323, 0.288, -0.560, -0.440, -0.131, -0.664, -0.146, -0.477, -0.613, -0.304, -0.794, 0.402, 0.440, -0.110, 0.117, 0.207, 0.318, 0.329, 0.295, 0.285, 0.216, 0.354, 0.374, 0.247, 0.315, 0.310, -1.355, 0.898, -0.793, -0.407, 0.320, 0.160, 0.422, 0.050, 0.392, -0.143, 0.413, 0.051, -0.988, 0.920, -1.249, -0.572, 0.462, 0.271, 0.003, -0.007, 0.057, 0.418, 0.354, 0.332]
}

---

No. 2
{
  "formula": "C4H10N3",
  "method": "the ωB97M-V functional and the def2-TZVPD basis",
  "de_lowest_kcal_mol": 79.1,
  "fmax_ev_per_a": 4.59,
  "total_charge": 1,
  "total_energy_ha": -322.334452,
  "homo_ev": -13.10,
  "molar_mass_g_mol": 100.145,
  "gap_ev": 9.8,
  "e_lumo_ev": -3.29,
  "symbols": ["C", "C", "C", "C", "N", "N", "N", "H", "H", "H", "H", "H", "H", "H", "H", "H", "H"],
  "xyz": [[-1.58, -0.30, -1.14], [-2.75, 0.00, -0.23], [-0.70, -1.25, -0.88], [-0.25, 1.91, 0.85], [0.71, 1.30, 0.81], [2.81, -0.21, 0.70], [-2.76, 0.76, 0.76], [-1.66, 0.05, -2.10], [-3.71, -0.58, -0.52], [-0.88, -1.78, -0.03], [0.04, -1.53, -1.47], [1.88, 0.42, 0.63], [-1.15, 2.49, 0.83], [3.71, 0.19, 0.91], [2.91, -0.53, -0.30], [2.34, -0.99, 1.15], [-3.61, 0.84, 1.28]],
  "mulliken_charge": [-0.406, 0.055, -0.914, -0.041, -0.322, -0.549, -0.481, 0.407, 0.330, 0.316, 0.472, 0.411, 0.374, 0.329, 0.386, 0.392, 0.242]
}